[1]
Molecular formula: C6H25NO5S
Method: DFT, ωB97M-V/def2-TZVPD

Each line ends with the Mulliken charge.
Element x y z (Å)
S -3.56162 -1.81408 -0.16587  -0.320
O -0.06486 3.43451 -0.71631  -0.681
O 2.12670 2.48196 0.58428  0.122
O -1.21477 -0.73024 -1.86716  -0.678
O -1.14728 1.90195 -2.72859  -0.912
O 1.42208 2.29112 -3.14454  -0.925
N 0.90015 -0.55046 1.42830  -0.229
C 3.19810 -1.06525 1.27731  -0.701
C 2.03806 -1.04891 2.22876  -0.748
C 3.31481 -2.38155 0.37993  -1.402
C -0.39515 -0.37405 2.19813  -0.861
C -1.64044 -0.44919 1.36685  -0.194
C -2.19187 -1.86244 1.11977  -0.877
H -0.39173 0.83682 2.57040  0.235
H -1.59966 -2.60362 0.90126  0.529
H 1.95285 1.74535 1.11028  -0.066
H 1.46254 2.10990 -2.16995  0.132
H 4.35397 -2.43416 0.01914  0.442
H 1.66374 1.37740 -3.43743  0.573
H 0.75370 -1.15647 0.65256  0.173
H 3.16090 -3.20445 0.98224  0.363
H -1.40863 0.24059 -1.81736  0.471
H -0.27516 1.79567 -2.99554  0.287
H 3.15530 -0.20135 0.67134  0.030
H -2.84773 -1.73633 -1.32550  0.145
H -1.16709 0.17124 0.45508  -0.048
H -1.03875 -0.77291 -2.75000  0.217
H 2.95462 2.59492 0.45970  0.199
H -2.45248 0.29254 1.60857  0.411
H 0.84981 3.32055 -0.20381  0.204
H -1.09229 2.79468 -2.39300  0.314
H -2.66930 -2.14454 2.06766  0.401
H 4.18749 -0.99924 1.77260  0.458
H -0.28290 4.33841 -0.39797  0.281
H 2.75753 -2.33341 -0.58684  0.380
H 2.27515 -0.29428 3.12930  0.298
H 1.76999 -1.89929 2.74872  0.621
H -0.30288 -0.90571 3.13848  0.358

Properties
- HOMO energy (spin up / spin down) (hartree) = 0.0184 / -0.2248
- multiplicity = 2
- electronic energy (Ha) = -1072.60734
- net charge = -1

[2]
Molecular formula: C6H25NO5S
Method: DFT, ωB97M-V/def2-TZVPD

Each line ends with the Mulliken charge.
Element x y z (Å)
S -1.99157 -2.32709 -2.51529  -0.154
O 2.98807 0.57116 1.77047  -0.590
O 1.97832 -2.19827 -1.57924  -0.592
O 1.31664 -1.07953 -3.83152  -0.645
O 2.28903 1.83796 -2.81607  -0.584
O 0.96655 0.23407 -0.94209  -0.496
N -0.83965 0.81047 1.34164  0.502
C -1.99817 -0.60921 -0.39293  -0.847
C -1.35251 0.00497 2.47942  -0.582
C -1.67018 -0.67508 -1.86495  -0.334
C -0.26991 -0.51528 3.41758  -0.963
C -0.32662 2.08310 1.75027  -1.143
C -1.80618 0.79240 0.24387  -0.862
H 1.07306 -2.52051 -1.69525  0.274
H 2.46857 1.35468 1.57826  0.293
H -1.52468 1.58730 -0.44394  0.533
H -2.75495 1.18376 0.64059  0.427
H -1.99604 0.65435 3.08367  0.379
H -0.44148 -1.53402 3.73266  0.370
H -2.01381 -0.74810 2.07462  0.567
H -1.57154 -1.33471 0.29660  0.487
H -1.06676 2.68227 2.29060  0.403
H 1.83720 1.19911 -3.38511  0.380
H 2.07739 -2.47805 -0.65720  0.297
H -2.27756 0.07641 -2.38065  0.433
H 0.69178 -0.46342 2.91346  -0.029
H -0.83233 -2.72872 -3.07686  0.131
H 2.57139 0.00072 2.41707  0.316
H -0.68937 -0.24140 -2.07865  -0.045
H 2.81766 1.30820 -2.21878  0.302
H 0.54340 2.01870 2.40145  0.387
H 0.39410 -0.98445 -3.58999  0.249
H -3.05953 -0.81617 -0.23638  0.535
H 0.05330 2.72297 0.95124  0.400
H -0.11883 0.11180 4.29475  0.372
H 1.89888 0.13750 -0.68460  0.325
H 0.75860 0.86272 -0.23928  0.170
H 1.87773 -0.98063 -3.04943  0.333

Properties
- HOMO energy (spin up / spin down) (hartree) = -0.4580 / -0.4568
- multiplicity = 2
- electronic energy (Ha) = -1072.36286
- net charge = +1

[3]
Molecular formula: C6H25NO6
Method: DFT, ωB97M-V/def2-TZVPD

Each line ends with the Mulliken charge.
Element x y z (Å)
O -0.17309 -0.33997 4.32953  -0.646
O -2.70834 2.61955 -0.02491  -0.638
O -3.10499 -1.43460 1.31720  -0.582
O 0.17819 2.75564 0.08518  -0.588
O 2.21562 -0.90691 2.45714  -0.623
O -2.82669 1.93193 -2.68771  -0.642
N 0.29962 0.14057 0.67460  0.010
C 1.05226 1.96163 -0.70001  -0.907
C 1.05432 -1.87687 -1.65436  0.878
C 1.54876 -0.46338 -1.35827  -1.589
C 1.86420 -2.45444 -2.84135  -1.609
C 1.32713 -2.82081 -0.45200  -1.271
C 0.53681 0.52191 -0.73327  0.331
H 0.21633 -0.86366 0.82995  0.226
H 0.97385 0.65117 1.24179  0.423
H -2.85102 3.54677 0.18456  0.318
H -1.98020 2.34369 0.54080  0.322
H 1.04115 2.32497 -1.72729  0.411
H 1.90110 -1.81665 2.46721  0.361
H 2.03963 1.99313 -0.23889  0.466
H 1.61476 -2.30314 0.45864  -0.040
H -2.31264 2.74158 -2.75787  0.287
H 2.08579 -3.59336 -0.56938  0.483
H 1.51809 -2.27620 -3.86273  0.405
H 0.41037 -3.40792 -0.32580  0.341
H 1.58603 -0.37498 2.94172  0.333
H 1.75751 0.02813 -2.32136  0.438
H 1.93889 -3.52850 -2.71831  0.418
H -3.20217 2.04542 -1.79318  0.355
H -2.72307 -2.25032 1.65437  0.315
H -0.40525 -1.23003 4.59861  0.332
H -0.00958 -1.93494 -1.87549  0.497
H -0.56676 3.08201 -0.43313  0.372
H 2.80712 -1.91626 -3.01085  0.384
H 2.52631 -0.38006 -0.87858  0.355
H -2.36816 -0.84225 1.33230  0.272
H 0.38219 0.07746 4.96536  0.319
H -0.46930 0.47061 -1.17063  0.482

Properties
- HOMO energy (spin up / spin down) (hartree) = -0.5065 / -0.5063
- multiplicity = 2
- electronic energy (Ha) = -749.43643
- net charge = +1

[4]
Molecular formula: C6H25NO7
Method: DFT, ωB97M-V/def2-TZVPD

Each line ends with the Mulliken charge.
Element x y z (Å)
O 5.34062 1.85097 -11.80173  -0.329
O 5.78375 0.81461 -5.86572  -0.325
O 7.07293 -4.19301 -2.20766  -0.650
O 12.17892 -2.17964 -1.12525  -0.612
O 10.25520 1.26785 -1.02624  -0.609
O 10.87991 -5.45470 -1.53521  -0.639
O 9.25331 -1.48119 -3.33897  -0.643
N 6.46206 0.07770 -9.43403  -0.297
C 7.10797 0.72056 -10.60436  -0.714
C 5.14362 0.21237 -4.76955  -0.632
C 4.78064 2.96144 -12.44133  -0.765
C 6.70823 0.78423 -8.19426  -0.470
C 6.00852 0.08145 -7.04763  -0.593
C 6.55271 2.04438 -11.04531  -0.434
H 4.84453 0.97060 -4.04586  0.252
H 6.46787 2.73661 -10.20761  0.297
H 5.35751 3.18072 -13.33980  0.289
H 6.43869 1.83208 -8.32645  0.310
H 7.48876 -3.38371 -2.50491  0.340
H 10.92231 -6.38385 -1.76132  0.309
H 10.79235 -5.44340 -0.58209  0.329
H 7.22400 2.66399 -11.63991  0.424
H 10.88977 0.62979 -0.70000  0.298
H 10.41974 2.05611 -0.50874  0.309
H 7.78358 0.89188 -8.05232  0.300
H 12.00111 -3.11316 -1.23993  0.312
H 6.79779 -0.87464 -9.45494  0.239
H 3.73818 2.76687 -12.69334  0.251
H 9.97397 -1.65876 -2.73453  0.309
H 7.79876 -4.80502 -2.08578  0.320
H 6.53887 -0.84390 -6.82277  0.296
H 12.59503 -2.11844 -0.26541  0.304
H 7.07028 0.09949 -11.49932  0.347
H 4.28516 -0.42694 -4.97549  0.317
H 5.87881 -0.45645 -4.32204  0.194
H 5.01144 -0.25503 -7.33174  0.334
H 8.81288 -0.71603 -2.96913  0.319
H 8.17190 0.84543 -10.40294  0.400
H 4.74895 3.87057 -11.84085  0.309

Properties
- HOMO energy (hartree) = -0.3173
- multiplicity = 1
- electronic energy (Ha) = -824.94724
- structure (SMILES) = COCCNCCOC.O.O.O.O.O

[5]
Molecular formula: C6H25NO7
Method: DFT, ωB97M-V/def2-TZVPD

Each line ends with the Mulliken charge.
Element x y z (Å)
O -1.64304 1.42538 2.43398  -0.638
O 0.70371 2.44806 1.54672  -0.689
O 3.48807 -3.59804 0.42242  -0.605
O -1.05760 3.26014 -1.77349  -0.755
O 0.46620 4.60318 -0.02940  -0.765
O 0.19732 0.93503 -0.78842  -0.779
O 0.78419 -0.56995 2.68630  -0.555
N -0.41938 -1.18947 -0.52830  0.545
C -1.50643 -1.99935 0.08259  -0.761
C -1.96100 0.39304 -1.67914  -1.785
C 1.44470 -2.16370 -1.65907  -1.166
C 0.95264 -1.61554 -0.32791  -0.686
C -0.73399 0.10852 -0.84978  0.945
C -1.66524 -3.42712 -0.61449  -0.817
H 4.39179 -3.25155 0.36519  0.330
H -1.81764 1.20959 -2.37350  0.535
H -1.89627 -3.97729 0.31793  0.358
H 1.38753 4.68258 -0.29611  0.320
H 0.74292 0.34946 2.99068  0.267
H 0.92987 -3.11201 -1.86695  0.281
H -1.32539 2.98447 -0.88545  0.340
H 1.46264 -0.92500 3.27289  0.252
H -0.02028 4.21122 -0.78894  0.490
H -0.92187 2.06469 2.48188  0.352
H 2.53419 -2.36348 -1.70800  0.331
H 1.00973 1.78282 0.91552  0.323
H -2.36151 -0.56955 -2.00090  0.408
H -1.18307 0.58230 2.46874  0.299
H -2.54014 -3.46622 -1.26561  0.274
H 0.62190 3.25517 0.98141  0.368
H 3.09617 -2.78785 0.77950  0.306
H 1.54445 -0.68396 -0.06042  0.326
H -0.23571 2.75331 -1.91394  0.361
H 0.89198 -2.25618 0.59082  0.325
H -0.80553 -3.60257 -1.24896  0.115
H 1.17926 -1.51331 -2.48642  0.332
H -2.80268 0.79766 -1.06598  0.344
H -1.43031 -2.21239 1.15261  0.433
H -2.44795 -1.53725 -0.21349  0.442

Properties
- HOMO energy (hartree) = -0.3438
- multiplicity = 1
- electronic energy (Ha) = -825.01194
- structure (SMILES) = CCN(CC)C(C)=O.O.O.O.O.O.O

[6]
Molecular formula: C6H25NO7
Method: DFT, ωB97M-V/def2-TZVPD

Each line ends with the Mulliken charge.
Element x y z (Å)
O -2.43546 -1.64881 -0.96970  -0.694
O 3.03428 -3.38358 -0.47168  -0.675
O -0.02843 -2.31808 -1.14582  -0.574
O 3.72222 -0.57248 0.20627  -0.601
O -0.85136 -2.36035 1.27131  -0.562
O -1.45573 2.58130 -2.10504  -0.601
O -3.70036 1.18680 0.18192  -0.615
N -1.11588 0.81072 1.66034  -0.069
C -1.13796 1.58405 2.93212  -1.109
C 1.19914 0.84498 -1.50476  0.091
C 0.13460 1.09837 0.81753  0.657
C 0.99447 0.56801 -2.76192  -0.827
C 0.09249 0.69397 -0.48047  -0.923
C 1.35301 1.87268 1.30069  -1.448
H 3.35510 -1.44656 -0.11605  0.332
H 0.06606 0.19704 -3.21648  0.206
H -0.68158 0.97464 3.76942  0.377
H -2.25272 1.69152 3.23675  0.307
H 2.50231 -3.18933 -1.26395  0.321
H -0.48428 -2.97381 -1.61067  0.248
H 2.08782 1.12626 -0.98702  0.216
H 4.32121 -0.27509 -0.42476  0.304
H -0.16921 -2.36403 0.69929  0.264
H -0.72830 2.53284 -1.52286  0.334
H -0.92473 -3.18105 1.66431  0.241
H -1.75083 1.65299 -2.38680  0.336
H -0.66169 2.51270 2.93688  0.478
H -1.13549 -0.16768 1.78855  0.271
H -0.51025 -1.57232 -1.50033  0.346
H -2.68002 -1.11672 -0.25415  0.305
H 1.84571 0.57566 -3.49903  0.293
H -2.92670 1.10917 0.55225  0.355
H -0.78620 0.22098 -0.86369  1.053
H 1.34623 1.71190 2.41193  0.415
H -1.91316 -2.25928 -0.42724  0.398
H 2.49699 -3.27236 0.35857  0.334
H 2.32279 1.57662 0.96419  0.479
H 1.19146 2.94463 1.11501  0.398
H -3.73553 2.03371 -0.35490  0.340

Properties
- HOMO energy (spin up / spin down) (hartree) = -0.5141 / -0.5267
- multiplicity = 2
- electronic energy (Ha) = -824.62873
- net charge = +1

What is the electronic energy in the fifth record? -825.01194 Ha